C42H109N7O16 | ωB97M-V/def2-TZVPD

```
! wB97M-V def2-TZVPD RIJCOSX def2/J DEFGRID3
* xyz 0 1
C 0.56 3.64 5.29
O 0.00 2.46 5.89
C -1.30 2.22 5.46
C -2.28 3.22 5.99
N -2.19 3.22 7.42
C -2.87 4.31 8.09
C -2.46 5.75 7.76
O -1.07 5.89 7.69
C -0.56 7.05 7.15
H 0.56 3.48 4.17
H 1.55 3.83 5.66
H -0.06 4.56 5.58
H -1.60 1.25 5.82
H -1.33 2.18 4.37
H -3.30 2.98 5.65
H -2.20 4.20 5.48
H -1.22 3.20 7.63
H -2.79 4.19 9.18
H -3.94 4.34 7.80
H -2.80 6.47 8.52
H -2.80 6.07 6.80
H -0.74 7.97 7.71
H -1.01 7.31 6.20
H 0.48 6.83 6.99
C -3.10 -0.35 3.74
O -1.77 -0.08 3.42
C -0.98 -1.20 2.99
C 0.43 -0.63 2.79
N 0.27 0.47 1.90
C 1.44 1.29 1.54
C 1.01 2.57 0.81
O 0.10 3.27 1.70
C -0.61 4.32 1.04
H -3.58 0.51 4.18
H -3.00 -1.15 4.49
H -3.65 -0.51 2.86
H -1.36 -1.58 2.05
H -0.99 -1.96 3.78
H 1.00 -1.47 2.36
H 0.81 -0.45 3.84
H -0.47 1.12 2.09
H 2.17 0.70 0.97
H 1.95 1.68 2.44
H 0.45 2.32 -0.13
H 1.87 3.22 0.65
H 0.03 4.75 0.31
H -0.84 5.17 1.68
H -1.59 4.01 0.63
C 3.98 -2.47 -3.66
O 2.89 -2.64 -2.81
C 1.67 -2.22 -3.37
C 1.63 -0.79 -3.71
N 1.81 0.06 -2.57
C 1.83 1.59 -2.72
C 0.48 2.12 -3.29
O 0.55 3.57 -3.50
C -0.64 4.08 -4.07
H 4.85 -3.04 -3.33
H 4.33 -1.44 -3.65
H 3.72 -2.73 -4.67
H 0.96 -2.46 -2.57
H 1.41 -2.90 -4.18
H 0.63 -0.55 -4.11
H 2.40 -0.68 -4.51
H 2.59 -0.26 -1.98
H 2.67 1.93 -3.37
H 2.03 2.02 -1.69
H -0.34 1.82 -2.54
H 0.38 1.59 -4.21
H -0.52 5.17 -3.93
H -1.56 3.73 -3.58
H -0.67 3.84 -5.13
C -5.28 7.21 -0.38
O -4.50 6.17 -0.89
C -4.56 4.85 -0.37
C -4.06 3.95 -1.47
N -4.13 2.51 -1.22
C -3.43 1.95 -0.08
C -3.37 0.41 -0.05
O -4.71 -0.01 0.25
C -4.79 -1.40 0.12
H -5.13 8.16 -0.95
H -4.98 7.47 0.67
H -6.36 6.96 -0.37
H -5.58 4.64 -0.18
H -3.95 4.74 0.53
H -3.01 4.13 -1.67
H -4.57 4.13 -2.40
H -5.04 2.13 -1.20
H -3.90 2.18 0.86
H -2.47 2.38 -0.06
H -2.65 0.11 0.74
H -3.10 -0.12 -0.97
H -4.12 -1.92 0.86
H -4.53 -1.78 -0.89
H -5.80 -1.71 0.33
C 5.86 -4.83 -0.11
O 5.25 -3.55 -0.35
C 4.95 -2.84 0.83
C 3.94 -1.78 0.46
N 4.31 -0.84 -0.57
C 5.50 -0.02 -0.34
C 5.20 1.21 0.46
O 4.36 2.13 -0.19
C 4.95 2.96 -1.14
H 5.30 -5.35 0.68
H 6.93 -4.78 0.03
H 5.68 -5.33 -1.06
H 5.86 -2.38 1.26
H 4.49 -3.50 1.59
H 3.66 -1.29 1.43
H 3.01 -2.29 0.13
H 4.38 -1.45 -1.38
H 5.95 0.27 -1.27
H 6.35 -0.49 0.24
H 6.16 1.71 0.75
H 4.66 0.94 1.36
H 4.40 3.83 -1.38
H 5.03 2.46 -2.15
H 5.96 3.31 -0.86
C 2.19 -0.54 -7.53
O 1.78 -1.72 -6.95
C 1.62 -2.88 -7.74
C 1.24 -3.99 -6.76
N -0.04 -3.62 -6.11
C -0.43 -4.66 -5.10
C -1.60 -4.17 -4.34
O -1.26 -3.08 -3.49
C -2.34 -2.78 -2.55
H 1.52 -0.13 -8.34
H 3.16 -0.58 -7.99
H 2.27 0.14 -6.69
H 2.57 -3.14 -8.30
H 0.75 -2.79 -8.47
H 2.09 -4.20 -6.07
H 1.10 -4.90 -7.30
H 0.08 -2.78 -5.52
H 0.42 -4.88 -4.41
H -0.67 -5.62 -5.52
H -1.92 -5.04 -3.73
H -2.44 -3.85 -4.94
H -2.61 -3.69 -2.02
H -3.22 -2.48 -3.10
H -1.98 -2.03 -1.80
C 2.02 -5.74 -0.33
O 0.74 -5.27 -0.03
C 0.25 -4.06 -0.73
C -0.81 -3.51 0.22
N -1.89 -4.49 0.69
C -2.31 -4.13 2.02
C -1.36 -4.50 3.10
O -1.25 -5.89 3.23
C 0.09 -6.27 3.05
H 2.73 -4.94 -0.58
H 2.06 -6.41 -1.19
H 2.42 -6.37 0.53
H -0.22 -4.44 -1.65
H 1.05 -3.41 -0.88
H -1.18 -2.52 -0.06
H -0.16 -3.25 1.08
H -1.51 -5.43 0.67
H -3.28 -4.64 2.22
H -2.54 -3.08 2.12
H -1.68 -4.08 4.06
H -0.37 -4.10 2.88
H 0.54 -5.93 2.16
H 0.09 -7.36 3.02
H 0.76 -5.94 3.87
O -2.55 1.19 -3.29
H -2.34 0.41 -2.72
H -3.26 1.66 -2.80
O -0.27 -0.60 -0.98
H 0.11 -0.28 -0.15
H 0.41 -0.38 -1.64
*
```

Its highest occupied orbital energy is -8.538 eV. The value obtained for the relative energy (zero: lowest compared OMol25 entry of this formula, charge and spin) is 1.503 eV.

Löwdin population analysis, charges in e, atoms 1 to 2: number 1, C, carries -0.0665; number 2, O, carries -0.1824

---

C20H64O16P | ωB97M-V/def2-TZVPD

```
! wB97M-V def2-TZVPD RIJCOSX def2/J DEFGRID3
* xyz -3 1
P -0.15 0.21 -0.51
O -0.25 1.36 0.40
O 0.96 -0.77 0.03
O 0.02 0.66 -1.92
O -1.45 -0.60 -0.56
C -4.01 -0.18 3.29
C -2.97 -0.13 2.23
O -3.38 -0.67 1.06
H -4.66 -1.14 3.33
H -4.80 0.51 2.86
H -3.61 -0.01 4.37
H -1.95 -0.56 2.49
H -2.70 0.92 1.97
H -2.62 -0.58 0.29
C -0.42 -1.53 -6.07
C -0.64 -0.91 -4.67
O 0.51 -0.31 -4.17
H 0.54 -2.30 -5.84
H -0.18 -0.81 -6.66
H -1.19 -2.16 -6.42
H -1.03 -1.45 -3.83
H -1.53 -0.05 -4.90
H 0.40 -0.15 -3.23
C 4.86 0.34 -2.10
C 3.34 0.44 -1.67
O 3.20 -0.03 -0.36
H 5.12 0.70 -3.11
H 5.29 -0.64 -2.19
H 5.42 1.17 -1.54
H 2.70 -0.06 -2.32
H 3.06 1.34 -1.77
H 2.28 -0.39 -0.22
C 0.56 1.19 4.75
C 0.31 0.91 3.26
O -0.49 1.93 2.78
H 0.88 0.15 5.18
H -0.27 1.25 5.41
H 1.01 2.18 5.06
H -0.22 0.14 2.89
H 1.27 0.95 2.62
H -0.54 1.82 1.84
C 1.37 3.47 4.36
C 0.69 2.78 3.23
O 0.89 3.64 2.10
H 1.45 2.81 5.26
H 0.83 4.22 4.84
H 2.37 3.87 4.04
H -0.49 2.62 3.49
H 1.03 1.72 3.17
H 0.45 3.19 1.22
C -4.80 -2.03 -3.42
C -3.69 -1.96 -2.21
O -3.06 -0.68 -2.39
H -4.15 -1.92 -4.12
H -5.58 -1.18 -3.50
H -5.47 -2.99 -3.01
H -4.13 -2.06 -1.12
H -2.90 -2.54 -2.41
H -2.41 -0.59 -1.61
C 3.31 -2.15 3.86
C 2.89 -1.64 2.55
O 1.53 -1.68 2.32
H 3.07 -3.39 3.78
H 2.76 -1.72 4.65
H 4.58 -2.30 3.67
H 3.57 -2.08 1.69
H 3.04 -0.55 2.38
H 1.35 -1.37 1.33
C 1.05 -4.39 -2.63
C 1.08 -3.12 -1.89
O 1.81 -3.00 -0.72
H 0.37 -4.45 -3.57
H 0.64 -5.12 -2.12
H 2.10 -4.80 -2.90
H 0.02 -2.93 -1.59
H 1.37 -2.38 -2.66
H 1.51 -2.24 -0.04
C 2.71 2.90 0.96
O 1.51 3.41 0.37
H 3.39 2.81 0.18
H 2.68 2.00 1.45
H 3.13 3.63 1.67
H 0.88 2.81 0.47
C -3.17 2.65 -0.80
O -2.35 3.12 0.15
H -3.64 1.83 -0.41
H -2.64 2.06 -1.50
H -3.81 3.25 -1.13
H -1.71 2.36 0.16
C 0.03 3.72 -2.47
O 0.75 2.77 -3.03
H 0.44 4.79 -2.64
H -0.13 3.49 -1.53
H -0.91 3.83 -2.65
H 0.57 1.87 -2.66
C -1.43 -3.34 1.19
O -1.83 -3.07 -0.10
H -0.70 -2.63 1.70
H -2.26 -3.57 1.83
H -0.94 -4.42 1.03
H -1.66 -2.12 -0.29
*
```

Its highest occupied orbital energy is 2.943 eV. The value obtained for the relative energy (zero: lowest compared OMol25 entry of this formula, charge and spin) is 15.531 eV.

Löwdin population analysis, charges in e, atoms 1 to 2: number 1, P, carries 0.1784; number 2, O, carries -0.2499

---

C4H10N4O2S2 | ωB97M-V/def2-TZVPD

```
! wB97M-V def2-TZVPD RIJCOSX def2/J DEFGRID3
* xyz 0 1
C -4.59 2.91 -1.96
C -5.04 1.95 -1.35
C 2.32 1.61 -1.49
C 0.78 -1.73 1.48
N 2.58 0.41 -0.68
N 1.61 0.02 0.01
N 1.78 -1.01 0.82
N 1.14 -2.15 2.79
O -1.14 -0.65 -0.37
O -0.66 1.35 0.85
S 0.26 -3.24 0.44
S -0.42 0.60 -0.35
H -3.97 3.71 -2.34
H -5.63 1.13 -0.98
H 3.22 2.12 -1.46
H 1.58 2.19 -1.07
H 2.16 1.35 -2.63
H -0.19 -1.16 1.52
H 2.60 -1.51 0.73
H 0.42 -2.71 3.26
H 1.98 -2.77 2.87
H -0.78 -2.44 -0.11
*
```

Its highest occupied orbital energy is -8.928 eV. The value obtained for the relative energy (zero: lowest compared OMol25 entry of this formula, charge and spin) is 0.000 eV.

Löwdin population analysis, charges in e, atoms 1 to 2: number 1, C, carries -0.0170; number 2, C, carries -0.0132

---

Which value of relative energy (zero: lowest compared OMol25 entry of this formula, charge and spin) does entry 3 give? 0.000 eV